Here is a cluster of 8 separate species, C24H46O24 in total at a distorted geometry from the OMol25 dataset. Energies are from the ωB97M-V functional and the def2-TZVPD basis.

Geometry as XYZ:
```
94
Properties=species:S:1:pos:R:3
C -1.20 3.57 -1.84
C -1.83 2.53 -2.74
O -2.80 1.88 -1.94
C -3.01 2.63 -0.82
O -3.81 2.41 0.01
O -2.14 3.65 -0.78
H -1.05 4.54 -2.32
H -0.23 3.25 -1.46
H -1.10 1.82 -3.13
H -2.34 2.90 -3.64
C -3.50 -5.66 -1.38
O -2.45 -6.36 -0.76
C -2.79 -7.43 -0.05
O -3.88 -7.90 0.07
O -1.69 -7.97 0.43
C -1.74 -8.81 1.57
H -4.09 -5.05 -0.69
H -4.13 -6.34 -1.95
H -3.15 -4.94 -2.13
H -0.76 -9.26 1.69
H -2.54 -9.54 1.44
H -2.06 -8.27 2.46
C -5.58 1.44 -8.08
O -6.28 0.99 -6.94
C -5.63 1.12 -5.78
O -4.60 1.69 -5.62
O -6.35 0.50 -4.86
C -5.87 0.52 -3.55
H -6.21 1.74 -8.92
H -4.90 0.68 -8.45
H -4.97 2.33 -7.89
H -5.06 1.22 -3.36
H -5.52 -0.48 -3.27
H -6.63 0.66 -2.78
C 3.21 -1.34 2.40
O 4.61 -1.63 2.36
C 5.32 -1.20 3.38
O 4.94 -0.66 4.38
O 6.61 -1.47 3.11
C 7.55 -1.30 4.14
H 2.87 -1.75 1.45
H 2.97 -0.28 2.46
H 2.69 -1.92 3.16
H 7.09 -0.69 4.92
H 8.51 -0.86 3.89
H 7.81 -2.23 4.66
C -3.28 -1.58 -0.75
O -2.28 -0.62 -0.73
C -1.35 -0.51 0.21
O -1.29 -1.17 1.20
O -0.61 0.54 -0.15
C 0.57 0.79 0.62
H -3.07 -2.63 -0.52
H -3.70 -1.64 -1.76
H -4.13 -1.23 -0.16
H 1.38 0.16 0.26
H 0.38 0.55 1.66
H 0.97 1.80 0.53
C -2.11 1.99 2.89
O -2.64 2.39 4.17
C -3.33 3.52 4.23
O -3.74 4.15 3.29
O -3.42 3.87 5.50
C -4.09 5.08 5.82
H -1.29 1.34 3.15
H -1.92 2.75 2.14
H -2.86 1.32 2.46
H -3.53 5.89 5.37
H -4.21 5.17 6.90
H -5.11 5.05 5.43
C 7.30 -1.02 -0.22
O 5.88 -1.11 -0.28
C 5.27 -0.71 -1.37
O 5.77 -0.56 -2.46
O 3.97 -0.63 -1.09
C 3.06 -0.39 -2.16
H 7.59 -0.91 0.82
H 7.78 -0.31 -0.89
H 7.65 -2.03 -0.49
H 2.13 0.11 -1.88
H 2.71 -1.39 -2.45
H 3.55 0.16 -2.95
C 3.62 3.25 -1.36
O 3.99 3.61 -0.05
C 3.88 2.68 0.91
O 3.38 1.60 0.75
O 4.32 3.21 2.02
C 4.45 2.43 3.23
H 4.26 3.84 -2.01
H 2.56 3.41 -1.59
H 3.87 2.22 -1.64
H 4.39 3.16 4.02
H 5.40 1.89 3.22
H 3.58 1.78 3.30
```

- lowest unoccupied orbital energy (eV) = 0.34
- 2S+1 = 1
- SMILES = COC(=O)OC.COC(=O)OC.COC(=O)OC.COC(=O)OC.COC(=O)OC.COC(=O)OC.COC(=O)OC.O=C1OCCO1
- E (Eh) = -2747.8336
- energy relative to the best compared isomer or geometry (same formula, charge and spin) (kcal/mol) = 51.8

***

Here is a cluster of 9 separate species, C74H160F6N9O4S2 in total at a distorted geometry from the OMol25 dataset. Energies are from the ωB97M-V functional and the def2-TZVPD basis.

Geometry as XYZ:
```
255
Properties=species:S:1:pos:R:3
C -0.05 -0.41 2.96
F 1.06 0.36 3.35
F 0.18 -1.60 3.50
F -1.13 0.10 3.46
S -0.14 -0.44 1.08
O 1.23 -0.61 0.65
O -0.97 -1.58 0.77
N -0.76 1.13 0.67
S -1.76 0.88 -0.46
O -1.07 0.58 -1.72
O -2.97 0.13 -0.11
C -2.39 2.71 -0.61
F -3.66 2.82 -0.99
F -2.43 3.40 0.53
F -1.70 3.38 -1.53
C -2.48 0.71 -17.15
C -2.96 1.57 -15.93
C -2.71 0.77 -14.63
N -2.96 1.44 -13.16
C -1.80 2.47 -12.90
C -1.72 2.89 -11.38
C -1.74 1.64 -10.45
C -2.87 0.64 -10.67
C -2.96 0.22 -12.08
C -4.32 2.20 -13.07
H -2.59 1.31 -18.05
H -3.20 -0.12 -17.12
H -1.50 0.25 -17.02
H -4.02 1.83 -15.82
H -2.39 2.49 -15.78
H -1.71 0.35 -14.71
H -3.35 -0.11 -14.69
H -0.89 1.96 -13.23
H -1.92 3.24 -13.66
H -0.76 3.37 -11.19
H -2.52 3.54 -11.04
H -0.81 1.07 -10.49
H -1.91 1.82 -9.39
H -2.78 -0.14 -9.91
H -3.74 1.22 -10.38
H -2.04 -0.30 -12.34
H -3.74 -0.53 -12.18
H -4.18 3.06 -13.73
H -4.41 2.48 -12.02
H -5.10 1.51 -13.38
C -4.36 -11.54 7.98
C -3.59 -11.27 6.64
C -3.73 -9.72 6.15
N -2.82 -9.39 4.87
C -3.46 -9.87 3.57
C -4.59 -8.96 3.12
C -4.14 -7.47 3.07
C -3.70 -7.09 4.50
C -2.50 -7.90 4.90
C -1.37 -10.06 4.86
H -5.42 -11.26 7.93
H -4.11 -11.06 8.92
H -4.51 -12.62 8.05
H -4.11 -11.75 5.81
H -2.52 -11.46 6.61
H -3.32 -9.02 6.87
H -4.78 -9.50 5.94
H -3.57 -10.95 3.61
H -2.75 -9.66 2.77
H -5.49 -9.04 3.74
H -4.91 -9.28 2.13
H -4.99 -6.90 2.68
H -3.41 -7.44 2.26
H -4.50 -7.34 5.19
H -3.62 -6.00 4.61
H -2.09 -7.63 5.87
H -1.83 -7.77 4.05
H -0.59 -9.43 4.43
H -1.39 -11.04 4.39
H -1.12 -10.22 5.91
C 6.21 -11.48 -0.61
C 6.74 -10.92 0.71
C 7.49 -9.59 0.57
N 7.90 -8.83 1.88
C 8.67 -7.54 1.61
C 8.66 -6.58 2.85
C 7.38 -6.26 3.58
C 6.65 -7.58 3.74
C 6.54 -8.52 2.52
C 8.68 -9.78 2.74
H 7.07 -11.64 -1.26
H 5.61 -10.73 -1.12
H 5.61 -12.39 -0.60
H 7.37 -11.59 1.28
H 5.82 -10.93 1.30
H 7.04 -8.95 -0.18
H 8.45 -9.95 0.20
H 8.01 -6.98 0.95
H 9.67 -7.75 1.24
H 9.04 -5.59 2.60
H 9.39 -6.89 3.61
H 6.63 -5.69 3.03
H 7.58 -5.68 4.48
H 5.59 -7.42 3.92
H 7.00 -8.02 4.67
H 5.98 -8.06 1.70
H 5.96 -9.42 2.73
H 8.12 -10.64 3.11
H 9.11 -9.22 3.57
H 9.61 -10.16 2.32
C 2.11 10.74 3.57
C 2.34 9.20 3.51
C 2.78 8.66 2.14
N 3.40 7.26 2.06
C 4.89 7.40 2.49
C 5.69 6.11 2.18
C 5.50 5.62 0.72
C 4.04 5.47 0.25
C 3.17 6.68 0.60
C 2.57 6.32 3.06
H 1.33 11.01 2.85
H 3.06 11.27 3.55
H 1.67 11.06 4.52
H 1.44 8.64 3.75
H 3.11 8.93 4.23
H 3.33 9.46 1.64
H 1.96 8.58 1.42
H 5.27 8.31 2.03
H 4.82 7.71 3.53
H 6.72 6.37 2.44
H 5.52 5.30 2.89
H 5.83 6.50 0.15
H 6.14 4.76 0.54
H 3.96 5.25 -0.82
H 3.49 4.63 0.67
H 3.50 7.50 -0.04
H 2.14 6.44 0.36
H 1.58 6.09 2.65
H 2.62 6.65 4.10
H 3.12 5.38 2.95
C -10.67 4.61 3.00
C -9.13 4.45 3.12
C -8.86 4.28 4.65
N -7.33 4.14 5.16
C -6.65 2.94 4.51
C -7.29 1.59 4.91
C -7.16 1.48 6.41
C -7.87 2.62 7.15
C -7.21 3.98 6.71
C -6.50 5.42 4.89
H -10.88 5.14 2.07
H -11.15 5.25 3.75
H -11.25 3.69 2.95
H -8.52 5.28 2.76
H -8.93 3.56 2.53
H -9.49 3.51 5.10
H -9.33 5.12 5.15
H -6.81 3.01 3.44
H -5.56 2.98 4.64
H -8.23 1.33 4.44
H -6.55 0.91 4.49
H -7.56 0.59 6.89
H -6.11 1.35 6.66
H -8.93 2.71 6.92
H -7.75 2.51 8.23
H -7.84 4.78 7.11
H -6.15 4.11 6.91
H -6.70 5.57 3.83
H -5.47 5.26 5.22
H -6.95 6.23 5.46
C -4.01 9.83 -7.88
C -2.70 10.56 -8.01
C -2.78 11.73 -8.98
N -1.51 12.56 -9.27
C -0.47 11.60 -9.81
C 0.83 12.34 -10.25
C 0.40 13.35 -11.44
C -0.69 14.30 -11.02
C -1.95 13.65 -10.34
C -0.98 13.27 -7.95
H -4.13 8.98 -7.20
H -4.25 9.42 -8.86
H -4.80 10.54 -7.63
H -1.92 9.85 -8.28
H -2.36 10.94 -7.05
H -3.39 12.57 -8.63
H -3.27 11.52 -9.93
H -0.97 10.93 -10.51
H -0.12 10.98 -8.97
H 1.49 11.63 -10.74
H 1.41 12.82 -9.46
H -0.05 12.75 -12.23
H 1.31 13.76 -11.89
H -0.95 14.75 -11.98
H -0.28 15.14 -10.46
H -2.45 13.17 -11.18
H -2.63 14.26 -9.74
H -1.72 14.02 -7.65
H -0.08 13.79 -8.26
H -0.71 12.62 -7.12
C 8.47 -4.69 -7.74
C 7.39 -3.67 -7.44
C 7.96 -2.47 -6.65
N 7.09 -1.17 -6.60
C 7.89 -0.04 -5.90
C 8.99 0.43 -6.80
C 8.51 0.75 -8.25
C 7.73 -0.38 -8.97
C 6.61 -0.83 -8.02
C 5.83 -1.55 -5.86
H 7.95 -5.58 -8.07
H 9.08 -5.01 -6.89
H 9.11 -4.32 -8.54
H 6.60 -4.20 -6.92
H 6.85 -3.35 -8.33
H 8.97 -2.28 -7.00
H 8.09 -2.72 -5.60
H 8.30 -0.40 -4.96
H 7.38 0.92 -5.80
H 9.78 -0.32 -6.79
H 9.50 1.30 -6.39
H 9.30 0.90 -8.98
H 7.92 1.66 -8.32
H 8.39 -1.21 -9.22
H 7.50 0.07 -9.93
H 5.84 -1.53 -8.37
H 6.14 0.15 -8.02
H 5.39 -2.39 -6.38
H 5.04 -0.80 -5.84
H 6.10 -1.80 -4.83
C -1.57 -3.07 12.94
C -2.16 -4.37 13.40
C -1.79 -4.93 14.84
N -2.42 -6.21 15.46
C -3.96 -6.12 15.48
C -4.42 -5.15 16.57
C -3.91 -5.42 17.97
C -2.37 -5.35 17.95
C -1.77 -6.37 16.90
C -1.95 -7.38 14.63
H -2.20 -2.25 13.30
H -1.57 -3.03 11.85
H -0.50 -2.96 13.10
H -1.71 -4.99 12.62
H -3.23 -4.54 13.29
H -2.09 -4.09 15.47
H -0.71 -5.07 14.96
H -4.40 -5.86 14.52
H -4.21 -7.10 15.88
H -4.29 -4.11 16.26
H -5.50 -5.27 16.49
H -4.42 -4.72 18.64
H -4.39 -6.35 18.26
H -2.06 -4.36 17.61
H -1.90 -5.24 18.93
H -0.68 -6.36 16.82
H -2.27 -7.30 17.18
H -2.34 -7.37 13.61
H -2.30 -8.31 15.07
H -0.86 -7.42 14.52
```

- net charge = +7
- lowest unoccupied orbital energy (eV) = -7.90
- 2S+1 = 1
- E (Eh) = -5102.2188
- energy relative to the best compared isomer or geometry (same formula, charge and spin) (kcal/mol) = 15.3

***

Here is a cluster of 2 separate species, C4H12NOSe2 in total at a distorted geometry from the OMol25 dataset. Energies are from the ωB97M-V functional and the def2-TZVPD basis.

Geometry as XYZ:
```
20
Properties=species:S:1:pos:R:3
C 0.84 1.05 -0.45
C 2.07 0.20 -0.83
C -1.24 0.86 1.04
C -0.79 -0.75 -0.78
N -0.22 0.19 0.28
O 2.08 -0.92 -0.01
Se -2.33 -0.29 2.11
Se -0.24 -2.62 -0.44
H 0.39 1.57 -1.44
H 1.08 1.71 0.35
H 1.93 -0.08 -1.80
H 2.83 0.89 -0.77
H -1.76 1.40 0.21
H -0.29 2.41 1.75
H -1.78 -0.51 -0.69
H -0.46 -0.39 -1.65
H 0.26 -0.29 1.10
H 2.41 -1.80 -0.31
H -3.54 0.23 1.73
H -1.26 -2.86 0.60
```

- net charge = +1
- lowest unoccupied orbital energy (eV) = -4.60
- 2S+1 = 1
- E (Eh) = -5091.9764
- energy relative to the best compared isomer or geometry (same formula, charge and spin) (kcal/mol) = 85.7